Record 1
ORCA calculation (ωB97M-V with the def2-TZVPD basis set) on C21H48BaCuN3O15 as an isolated structure.

```
89
Properties=species:S:1:pos:R:3:forces:R:3:mulliken_charge:R:1
Ba -19.18769 8.61414 -7.66609 1.67 0.03 -0.49 0.458
Cu -15.82221 10.89484 -9.18116 0.33 -0.88 -0.43 0.565
O -12.64965 9.52373 -13.37703 1.54 1.38 -0.54 -0.418
O -17.61591 9.08783 -10.22511 -0.10 0.50 5.54 -0.508
O -20.86792 10.68168 -2.50242 -0.97 -1.18 0.51 -0.390
O -15.72306 6.93103 -8.96802 -0.69 -0.87 1.13 -0.398
O -16.81153 10.68561 -11.54324 1.47 2.37 0.84 -0.411
O -16.37178 8.49650 -7.47217 -0.74 -0.85 0.55 -0.525
O -15.48844 6.66217 -11.78381 2.96 1.89 2.10 -0.559
O -14.62395 12.21966 -7.59104 0.49 -0.61 -0.36 -0.282
O -17.68035 8.88196 -12.36739 0.61 1.14 -0.14 -0.740
O -18.04587 7.32804 -5.13251 0.74 0.37 1.52 -0.078
O -14.58928 8.77265 -8.78195 -0.47 0.18 0.76 -0.740
O -13.15927 5.29867 -4.93752 0.54 -0.06 -0.23 -0.364
O -16.07083 4.70482 -12.24935 2.72 -2.07 1.26 -0.797
O -13.92468 5.03616 -11.42029 0.61 -0.46 0.74 -0.526
O -8.43292 6.75782 -4.85551 -0.83 0.81 0.29 -0.359
N -13.56007 11.05876 -10.22675 -1.44 0.57 1.98 -0.099
N -19.31086 10.05982 -4.66623 0.52 0.29 -0.30 0.042
N -11.30357 7.45831 -5.22196 -1.75 -1.11 1.51 -0.220
C -19.98734 11.69261 -2.89402 -0.09 0.35 -0.59 -0.372
C -12.92255 12.13049 -9.37910 -0.04 -1.89 0.00 -0.622
C -13.59789 9.92056 -12.47483 -0.57 1.47 0.93 -0.054
C -15.04921 11.98613 -6.25302 0.20 -0.61 0.45 -0.612
C -8.88152 8.03854 -5.43228 0.21 -1.68 0.58 -0.724
C -8.19938 5.68712 -5.74089 0.31 0.87 -0.50 -0.629
C -12.84816 8.31298 -13.94013 -0.48 -2.43 -0.62 -0.699
C -15.55870 8.05024 -8.32982 0.40 3.51 -0.15 0.850
C -19.59209 11.46309 -4.38907 -0.19 0.90 -0.10 -0.977
C -10.27903 7.92471 -6.06295 0.95 0.25 -0.29 -0.236
C -17.88841 8.11080 -3.91725 0.62 0.83 -0.91 -0.593
C -12.67280 7.54269 -5.73787 0.55 1.05 0.30 -0.719
C -12.78704 10.47539 -11.27371 0.09 0.91 -1.49 -0.793
C -13.96664 4.32563 -4.30294 1.56 0.39 0.31 -0.791
C -22.19659 10.74334 -3.01827 0.40 0.29 -0.72 -0.732
C -17.95920 9.65027 -4.19803 -1.06 -0.55 -0.12 -0.572
C -13.19439 11.96443 -7.87993 -0.92 0.52 0.11 -0.516
C -15.15604 5.44748 -11.75774 -6.36 0.44 -3.92 0.646
C -13.60784 6.61380 -4.91947 0.83 1.62 -1.64 -0.041
C -17.34995 9.51351 -11.32937 -3.08 -4.41 -3.46 0.582
C -17.38893 6.00401 -5.03890 -2.14 1.09 -1.16 -0.799
H -13.60406 5.82617 -10.97910 0.58 0.21 0.04 0.342
H -14.93086 10.96223 -5.89842 0.17 -0.53 -0.63 0.090
H -12.87916 11.00318 -7.47406 -0.32 -0.31 -0.22 0.193
H -11.29338 6.49837 -4.90810 1.36 -0.19 -0.09 0.311
H -16.11874 12.17500 -6.16063 0.08 0.38 -0.33 0.212
H -12.76648 7.52944 -6.82375 0.05 -0.92 -0.30 0.354
H -16.90640 7.99595 -3.45838 0.33 -0.46 -0.29 0.380
H -17.18511 5.67247 -4.02075 0.64 0.50 -0.07 0.382
H -16.82697 10.50219 -12.48542 0.59 1.06 -1.48 0.280
H -12.83869 7.51910 -13.19331 0.46 -0.33 0.18 0.256
H -14.82234 4.07056 -4.92809 -0.10 -0.21 0.33 0.231
H -17.22062 9.99446 -4.92200 0.00 -0.71 -0.62 0.212
H -14.54634 6.72395 -5.46277 -0.57 0.00 0.71 -0.018
H -14.09530 10.79039 -12.90384 -0.41 0.27 0.04 0.135
H -20.49866 12.64093 -2.72864 0.12 0.46 -0.39 0.401
H -14.50516 12.53886 -5.48714 0.15 0.73 -0.30 0.435
H -12.06742 9.73858 -10.91680 0.13 -0.17 0.03 0.220
H -18.20993 5.36649 -5.36693 0.34 -0.49 -0.26 0.326
H -7.42067 6.06737 -6.40203 0.27 -0.63 -0.50 0.297
H -22.22277 10.74080 -4.10795 0.29 -0.10 -0.30 0.296
H -18.59159 7.70377 -3.19063 -0.40 0.57 0.15 0.388
H -19.18674 11.66559 -2.15483 0.32 -0.17 -0.33 0.267
H -13.18156 13.15487 -9.64674 -0.24 -0.16 -0.43 0.257
H -11.84860 11.99256 -9.50448 0.37 0.38 0.18 0.498
H -20.02417 9.59972 -4.11889 0.09 -0.68 0.11 0.293
H -10.58819 8.91302 -6.40317 0.17 0.24 -0.16 0.164
H -13.72028 10.22904 -9.67357 -0.44 0.04 1.05 0.363
H -13.83877 8.15126 -14.36515 -0.25 0.45 -0.45 0.344
H -14.38376 9.17759 -12.33883 0.22 -0.37 0.74 0.234
H -14.16866 4.61638 -3.27204 -0.82 0.37 0.01 0.348
H -8.17711 8.39736 -6.18272 0.17 -0.25 -0.37 0.377
H -18.84101 12.12730 -4.81664 0.79 -0.13 0.70 0.253
H -12.61863 12.72634 -7.35450 0.02 0.20 0.12 0.472
H -22.69019 11.67869 -2.75449 -0.14 -0.01 0.51 0.323
H -13.23261 3.53747 -4.13526 -0.56 -0.70 -0.50 0.287
H -13.50721 7.08497 -3.94174 -0.83 -0.40 0.56 0.349
H -12.94330 8.57828 -5.53174 -0.81 0.17 0.19 0.146
H -12.08462 8.15463 -14.70172 -0.02 -0.11 0.04 0.272
H -20.39651 11.83941 -5.02104 -0.67 -0.58 0.09 0.381
H -9.05578 5.38253 -6.34249 -0.28 0.13 0.00 0.246
H -7.86075 4.80640 -5.19523 0.09 0.27 0.20 0.241
H -8.73584 8.70314 -4.58072 -0.74 0.11 -0.01 0.308
H -12.26171 11.33741 -11.68487 0.63 -0.32 -0.49 0.407
H -17.63081 10.26101 -3.35705 -0.30 -0.43 0.87 0.418
H -10.19073 7.30320 -6.95404 0.21 -0.05 -0.49 0.340
H -16.61899 6.05162 -5.80898 0.37 -0.45 0.58 0.163
H -15.17075 7.20940 -9.70222 0.29 -1.26 -2.19 0.009
H -22.76118 9.85616 -2.73146 0.20 0.21 0.49 0.267
```
Forces are in eV/Å.

As for the charge: -1. The energy is -3787.6304 Ha. Its spin multiplicity is 2. For the HOMO energy (spin up / spin down), the calculation gives -2.09 / -3.22 eV. The LUMO energy (spin up / spin down) comes out at 1.647 / 1.569 eV. The calculation puts the orbital gap (spin up / spin down) at 3.74 / 4.79 eV.

Record 2
ORCA calculation (ωB97M-V with the def2-TZVPD basis set) on C21H48Br2IN4O4S2 as an isolated structure.

```
82
Properties=species:S:1:pos:R:3:forces:R:3:mulliken_charge:R:1
I -0.97771 3.56440 -2.38970 -0.16 0.01 -0.14 -0.063
Br -0.40905 0.70608 0.33898 -0.61 0.68 0.22 -0.132
Br -3.93971 3.62881 1.33801 0.37 -0.82 -0.26 -0.106
S -0.58575 3.73711 1.25941 2.90 1.61 -0.61 1.158
S 0.92789 4.23101 -0.99791 3.66 0.61 1.30 0.819
O 1.06446 5.66726 -0.98052 -1.61 0.04 0.08 -0.625
O -0.31297 3.76272 2.66794 -0.40 -1.12 0.22 -0.650
O 2.09606 3.67596 -1.65835 -0.83 -1.11 -0.16 -0.595
O -1.22957 4.91994 0.74945 -0.93 -0.68 -0.23 -0.556
N 3.91730 -0.52866 1.32869 0.09 -0.39 -0.04 0.234
N -3.08875 -2.04336 4.31437 0.19 0.13 -0.19 0.171
N 0.88291 3.55390 0.49842 -2.48 0.11 -0.93 -0.330
N 0.01268 0.25628 -5.45450 -0.08 -0.11 0.27 0.241
C 0.14126 1.79239 -7.40684 -0.04 -0.05 -0.08 -1.415
C -2.82398 2.13437 0.80969 -1.13 -0.65 0.00 0.736
C 2.53133 1.28119 2.31149 0.20 0.08 -0.01 -1.004
C 4.81637 1.07509 -0.45518 0.10 -0.02 -0.21 -1.188
C -4.07871 -2.58040 3.39656 -0.08 -0.32 0.01 -0.634
C -2.75031 -0.63936 4.12021 0.19 0.17 0.06 -0.468
C -3.78562 0.40890 4.53703 0.00 0.16 -0.10 -1.040
C -5.55334 -2.25346 3.65951 -0.12 0.01 -0.15 -0.979
C 1.79616 -1.29192 -4.47088 0.01 -0.16 0.09 -0.959
C 0.88639 1.00985 -6.33448 -0.03 0.08 -0.13 -0.346
C 0.68865 -0.25281 -4.26995 0.14 0.19 0.24 -0.641
C -3.30349 -3.91349 5.94066 -0.07 -0.04 0.00 -1.433
C -3.24735 -2.40955 5.70904 -0.09 -0.13 0.02 -0.332
C -1.51569 2.22419 0.81727 1.29 0.20 0.15 -0.378
C 3.80294 0.45181 2.39631 -0.16 0.17 0.07 -0.440
C -3.60894 0.89163 0.40085 -0.30 1.04 -0.24 -1.348
C 6.41693 -1.00365 1.58264 0.19 -0.14 -0.05 -1.003
C 4.96914 -1.50478 1.55053 -0.03 -0.08 0.14 -0.689
C -0.30401 -1.76428 -6.99156 -0.10 -0.18 -0.03 -0.974
C -0.90138 -0.66839 -6.10052 -0.16 0.13 -0.25 -0.737
C 3.81839 -0.00445 -0.02706 -0.29 0.22 -0.13 -0.252
H 4.66887 1.13065 2.42956 0.02 0.04 0.04 0.248
H -0.60959 2.44857 -6.96302 0.00 -0.07 0.04 0.297
H -2.42948 -4.40943 5.51436 -0.03 0.04 -0.06 0.329
H 7.06825 -1.78835 1.97844 -0.02 0.00 0.01 0.404
H -0.05677 -0.66058 -3.58051 -0.09 0.01 -0.13 0.265
H -3.82411 -2.27264 2.37832 0.12 0.16 0.11 0.289
H 1.64895 0.64303 2.28228 0.07 -0.02 -0.01 0.133
H 2.44771 1.92739 3.18750 0.02 0.02 -0.04 0.448
H -1.53206 -1.13631 -5.33905 0.17 0.06 0.13 0.348
H 0.10793 -2.58424 -6.40470 0.11 0.04 -0.04 0.274
H -4.61631 0.46051 3.83249 -0.04 -0.01 0.07 0.147
H -2.96831 0.02806 0.18683 -0.18 0.33 0.36 0.355
H -5.80787 -1.24358 3.34070 -0.02 0.02 0.12 0.254
H 1.63691 0.36721 -6.82089 0.06 0.04 -0.06 0.230
H 2.50653 -0.99852 -5.24562 -0.03 0.01 0.00 0.276
H 2.52245 1.92728 1.43363 -0.12 0.00 0.06 0.172
H 4.45401 1.56951 -1.35928 -0.06 0.03 0.08 0.435
H -3.97222 -3.66942 3.38157 0.02 0.01 0.10 0.369
H -4.12785 1.15970 -0.54255 0.05 -0.22 0.49 0.402
H 1.12000 0.60226 -3.73950 -0.05 0.07 -0.12 0.413
H 1.39220 -2.27342 -4.72179 0.04 0.01 -0.07 0.228
H -4.14009 -1.94799 6.15842 -0.01 -0.02 0.11 0.262
H 6.53881 -0.12793 2.22146 -0.05 0.01 -0.03 0.274
H -2.48665 -0.47783 3.07037 -0.07 -0.13 -0.01 0.206
H -4.36726 0.70099 1.17757 0.28 -0.19 -0.37 0.246
H -5.82409 -2.36399 4.71125 0.04 0.01 -0.01 0.245
H 6.78400 -0.76170 0.58555 -0.02 0.09 0.03 0.225
H -4.20185 -4.36094 5.51100 0.03 -0.01 -0.01 0.290
H -3.31946 1.39673 4.54891 0.01 -0.03 -0.03 0.417
H 3.87145 -0.83757 -0.73590 0.10 -0.12 0.18 0.391
H -4.18603 0.22694 5.53613 0.00 -0.04 -0.02 0.325
H 2.81065 0.39879 -0.16156 0.03 0.07 0.12 -0.165
H 4.94625 1.84711 0.30443 -0.05 -0.02 0.00 0.211
H -1.60146 -0.08552 -6.70691 0.09 0.06 -0.02 0.399
H 2.35903 -1.40966 -3.54173 -0.02 0.04 -0.01 0.306
H -6.18744 -2.93645 3.08784 0.03 0.00 0.01 0.390
H -1.82668 -0.43951 4.67285 -0.03 -0.12 0.05 0.346
H -0.35168 1.13495 -8.12646 -0.02 0.03 0.01 0.299
H 4.88661 -2.29559 0.79755 -0.06 0.12 -0.09 0.343
H 0.47666 -1.38421 -7.65303 0.00 0.03 0.04 0.244
H -1.08759 -2.18921 -7.62512 0.01 0.02 0.01 0.377
H 5.79367 0.65287 -0.69291 0.05 0.04 0.10 0.364
H 1.44123 1.73434 -5.73204 -0.03 -0.16 0.17 0.447
H -3.31860 -4.12164 7.01254 -0.01 0.03 -0.02 0.439
H 4.76406 -2.00393 2.50466 -0.06 0.12 0.04 0.425
H 3.78763 -0.07769 3.35515 0.16 -0.18 -0.11 0.463
H -2.38684 -2.02801 6.26620 -0.01 0.17 -0.15 0.438
H 0.84389 2.41466 -7.96461 0.01 -0.03 0.03 0.440
```
Forces are in eV/Å.

As for the charge: -1. The calculation puts the energy above the lowest of the compared OMol25 structures with the same formula, charge and spin at 22.25 kcal per mole. The energy is -7590.9980 Ha. For the HOMO energy, the calculation gives -5.79 eV. The LUMO energy comes out at 2.219 eV. The calculation puts the orbital gap at 8.01 eV.

Number 1: strongest force on any atom 7.5 eV/A. Number 2: strongest force on any atom 3.9 eV/A.